Record 1
Here is 3 unconnected molecules or ions with the total composition C15H18F17INO2 from OMol25. Energies are from the ωB97M-V functional and the def2-TZVPD basis.

```
54
Properties=species:S:1:pos:R:3:mulliken_charge:R:1
C -3.4033 2.6485 2.9097 -1.240
C -4.5458 2.5105 1.9198 -0.291
I -5.2286 0.4466 2.0747 -0.098
C -4.1778 2.8327 0.4382 -0.503
N -2.9421 3.5577 0.4157 -0.369
C -2.5406 3.9989 -0.7579 0.567
F -2.8899 5.3750 -1.0258 -0.433
F -3.1010 3.3774 -1.8829 -0.342
C -0.9846 3.9657 -1.0158 0.438
F -0.5439 5.2127 -1.3414 -0.368
F -0.7091 3.2023 -2.1196 -0.292
C 0.0002 3.4354 0.0796 0.807
F 0.9652 4.3925 0.2523 -0.361
F -0.5180 3.2392 1.3026 -0.216
C 0.8664 2.1787 -0.3107 0.342
F 1.8173 2.6019 -1.1805 -0.313
F 1.5039 1.8093 0.8300 -0.310
C 0.2986 0.8596 -0.9505 0.787
F 0.3485 0.9492 -2.2984 -0.317
F 1.2134 -0.0990 -0.6159 -0.276
C -1.0891 0.3170 -0.4963 0.198
F -0.9036 -0.8721 0.1260 -0.288
F -1.6788 1.1355 0.3674 0.053
C -2.0899 0.0045 -1.6601 0.664
F -3.2940 -0.1787 -1.0660 -0.277
F -2.2054 1.0177 -2.5158 -0.266
C -1.7673 -1.3287 -2.4147 0.619
F -2.4176 -2.3588 -1.8512 -0.260
F -2.1871 -1.2155 -3.6921 -0.280
F -0.4570 -1.6001 -2.4330 -0.232
H -3.7009 2.2394 3.8715 0.490
H -3.1476 3.6923 3.0256 0.312
H -2.5343 2.0965 2.5846 0.166
H -5.3595 3.1418 2.2487 0.557
H -5.0048 3.4447 0.0643 0.383
H -4.1371 1.8866 -0.0934 -0.043
C 2.4877 -3.2846 1.7523 -1.025
C 1.0602 -2.7902 1.5994 0.061
O 0.7593 -1.7555 2.5311 -0.523
H 2.6587 -3.6502 2.7656 0.285
H 2.7075 -4.0894 1.0498 0.299
H 3.1968 -2.4719 1.5748 0.294
H 0.3523 -3.5953 1.7929 0.290
H 0.8903 -2.4244 0.5837 0.002
H 1.3610 -1.0255 2.3632 0.298
C 5.5082 -4.6341 -1.8704 -0.962
C 6.0099 -4.5009 -0.4443 -0.255
O 5.1910 -5.2173 0.4757 -0.486
H 4.4821 -4.2744 -1.9456 0.246
H 6.1307 -4.0634 -2.5611 0.318
H 5.5146 -5.6805 -2.1858 0.317
H 5.9855 -3.4597 -0.1281 0.282
H 7.0439 -4.8556 -0.3673 0.274
H 5.2054 -6.1441 0.2254 0.277
```

## Properties
E_HOMO, eV: -4.144
Net charge: -1


Record 2
Here is a single C3H6N2S molecule from OMol25. Energies are from the ωB97M-V functional and the def2-TZVPD basis.

```
12
Properties=species:S:1:pos:R:3:mulliken_charge:R:1
C -0.9129 -0.6890 -0.7867 0.118
C 1.4087 -0.2770 0.0797 -0.217
C 0.5259 -0.4541 1.2491 -0.276
H -1.8809 2.6392 -1.0156 0.149
H -1.3940 -1.5453 -1.2883 0.351
H 1.4054 0.7006 -0.4023 0.189
H 2.3293 -0.8664 -0.0089 0.216
H -0.0761 0.3760 1.5809 0.190
H 0.7967 -1.1220 2.0554 0.218
N -1.4737 0.4273 -1.0364 -0.404
N 0.2095 -1.1090 -0.0219 -0.366
S -0.9378 1.9195 -0.4051 -0.170
```

## Properties
SMILES: S/N=C\N1CC1
Relative energy (zero: lowest compared OMol25 entry of this formula, charge and spin), kJ/mol: 262.4
E_HOMO, eV: -9.036


Record 3
Here is a molecular structure, C46H51N8OPRhS2 from OMol25. Energies are from the ωB97M-V functional and the def2-TZVPD basis.

```
110
Properties=species:S:1:pos:R:3:mulliken_charge:R:1
Rh -2.1896 -0.3423 -1.4061 -0.538
N -2.4531 -3.4842 8.3380 -0.584
C -2.4796 -3.1839 7.2285 -0.093
C -2.5177 -2.8086 5.8403 0.441
C -1.7493 -1.7388 5.3860 -0.767
C -1.7976 -1.3812 4.0501 0.710
C -2.6055 -2.0833 3.1619 -1.328
C -3.3680 -3.1523 3.6208 -0.078
C -3.3280 -3.5175 4.9554 -0.935
C -2.6400 -1.6593 1.7326 0.873
C -1.8965 -2.4381 0.8343 0.207
C -1.3465 -3.7235 1.0774 -0.432
C -0.8586 -4.1792 -0.1309 -1.678
C -1.0935 -3.1483 -1.0650 -1.057
N -1.7073 -2.1176 -0.4956 0.971
C -3.4329 -0.5658 1.4399 0.039
C -4.3395 0.0880 2.3341 -0.459
C -5.0106 1.0234 1.5970 -1.426
C -4.4911 0.9297 0.2721 -0.471
N -3.5712 -0.0048 0.1763 0.771
H -1.1213 -1.1940 6.0787 0.522
H -1.2064 -0.5532 3.6784 0.454
H -3.9962 -3.6927 2.9245 0.519
H -3.9224 -4.3452 5.3181 0.461
H -1.3431 -4.2420 2.0232 0.555
H -0.3730 -5.1207 -0.3326 0.428
H -0.8056 -3.0988 -2.1043 0.675
H -4.4650 -0.1427 3.3806 0.551
H -5.7775 1.7042 1.9311 0.442
H -4.7456 1.5298 -0.5893 0.514
S -3.1313 1.3780 -2.7722 -0.445
C -4.0517 0.0117 -3.2918 0.545
C -5.0844 -0.0633 -4.2366 -0.939
C -5.6755 -1.2840 -4.4745 0.005
C -5.2495 -2.4211 -3.7842 -1.011
C -4.2268 -2.2809 -2.8690 -0.156
N -3.6547 -1.1022 -2.6422 0.329
H -5.3926 0.8333 -4.7561 0.425
H -6.4748 -1.3622 -5.2018 0.374
H -5.6998 -3.3884 -3.9551 0.398
H -3.8375 -3.1132 -2.2943 0.450
C 5.9950 0.4825 -3.9542 -0.476
C 6.4153 0.4721 -5.4015 0.531
O 7.5584 0.6305 -5.7497 -0.579
S 5.2009 0.1908 -6.6830 -0.166
C 3.6846 -0.0691 -5.8040 -0.443
C 2.8174 0.9940 -5.5643 -0.347
C 1.6610 0.8013 -4.8316 -0.288
C 1.3335 -0.4625 -4.3174 0.334
C 2.1985 -1.5291 -4.5975 -0.543
C 3.3550 -1.3360 -5.3319 -0.228
C 0.1833 -0.6238 -3.4937 0.246
C -0.7577 -0.5857 -2.7246 -0.396
H 6.6532 1.1669 -3.4222 0.390
H 6.1490 -0.5217 -3.5536 0.278
H 4.9542 0.7525 -3.8024 -0.104
H 3.0658 1.9790 -5.9401 0.406
H 0.9944 1.6293 -4.6280 0.427
H 1.9553 -2.5112 -4.2131 0.472
H 4.0210 -2.1672 -5.5292 0.439
N -0.8599 0.7888 -0.4061 -0.139
P 0.2758 0.9849 0.5583 -1.551
N 1.3949 2.1731 -0.0103 0.640
C 2.0382 1.8055 -1.2746 0.314
C 3.2856 2.6686 -1.4843 -0.701
C 3.0530 4.0807 -0.9288 -0.807
C 1.5737 4.4155 -1.0691 -0.914
C 0.7372 3.4849 -0.1790 -0.634
N 1.2294 -0.3462 0.9663 1.009
C 1.5122 -1.3637 -0.0402 0.766
C 3.0140 -1.6247 -0.1540 -0.381
C 3.5958 -1.9997 1.2077 -1.013
C 3.2237 -0.9547 2.2581 -0.961
C 1.7106 -0.7524 2.2680 0.012
N -0.0824 1.6696 2.0749 1.768
C -1.4153 2.2263 2.2677 -0.266
C -1.8396 2.1314 3.7277 -0.156
C -0.8058 2.7862 4.6398 -1.191
C 0.5840 2.2151 4.3698 -0.663
C 0.9187 2.3411 2.8859 -1.016
H 1.3300 1.9148 -2.1071 -0.008
H 2.3080 0.7547 -1.2636 -0.662
H 3.5087 2.7168 -2.5557 0.388
H 4.1484 2.2080 -0.9947 0.247
H 3.6803 4.8121 -1.4440 0.457
H 3.3256 4.1105 0.1294 0.302
H 1.2828 4.2934 -2.1167 0.318
H 1.3608 5.4541 -0.8066 0.474
H -0.2659 3.3601 -0.6070 0.218
H 0.6265 3.9448 0.8065 0.333
H 1.0652 -1.0708 -0.9908 -1.171
H 1.0240 -2.3002 0.2622 0.163
H 3.5181 -0.7250 -0.5213 0.080
H 3.1956 -2.4201 -0.8829 0.437
H 4.6804 -2.1245 1.1485 0.499
H 3.1820 -2.9676 1.5163 0.302
H 3.7036 0.0010 2.0203 0.292
H 3.5693 -1.2646 3.2493 0.426
H 1.4092 -0.0348 3.0250 -0.285
H 1.2385 -1.7140 2.5350 0.313
H -2.1016 1.7041 1.6049 -0.422
H -1.4230 3.2910 1.9723 0.388
H -1.9587 1.0777 3.9954 -0.096
H -2.8192 2.6001 3.8525 0.505
H -1.0791 2.6661 5.6916 0.466
H -0.7868 3.8646 4.4398 0.356
H 0.6078 1.1596 4.6645 0.146
H 1.3401 2.7356 4.9644 0.439
H 1.9076 1.9474 2.6529 0.379
H 0.9508 3.4178 2.6463 0.384
```

## Properties
Relative energy (zero: lowest compared OMol25 entry of this formula, charge and spin), kJ/mol: 16.4
E_HOMO, eV: -4.547
Net charge: -1


Record 4
Here is a molecular structure, C5H10N from OMol25. Energies are from the ωB97M-V functional and the def2-TZVPD basis.

```
16
Properties=species:S:1:pos:R:3:mulliken_charge:R:1
C -0.8825 0.8785 -1.3120 -0.395
C -1.0244 0.1780 -0.2108 0.125
C 0.4773 0.1293 -0.0182 0.329
C -2.1537 -0.4352 0.6076 -1.018
C 1.4579 0.9984 0.5843 -1.177
N 1.0906 -1.1764 -0.5570 -0.406
H -0.8405 1.5948 -2.0529 0.433
H -1.9218 -0.3676 1.6661 0.352
H -2.4508 -1.4506 0.2576 0.287
H -2.9325 0.3012 0.4539 0.344
H 2.3579 0.4219 1.0060 0.354
H 1.0352 1.5565 1.4891 0.309
H 1.9442 1.8567 0.1016 0.307
H 2.1149 -1.0264 -0.8527 0.369
H 0.4719 -1.6912 -1.3720 0.447
H 1.2563 -1.7678 0.2096 0.340
```

## Properties
Relative energy (zero: lowest compared OMol25 entry of this formula, charge and spin), kJ/mol: 412.8
E_HOMO, eV: -12.733
Net charge: +1


no.,strongest force on any atom (eV Å⁻¹),total energy (a.u.)
1,1.09,-2783.0341
2,0.65,-625.5220
3,0.48,-3545.1753
4,5.85,-250.8481